[1]
{
  "formula": "C14H30Cl10O2",
  "method": "wB97M-V/def2-TZVPD",
  "smiles": "COCCOC.ClCCCl.ClCCCl.ClCCCl.ClCCCl.ClCCCl",
  "homo_ev": -9.481,
  "total_energy_ev": -144323.3349,
  "total_charge": 0,
  "elements": ["Cl", "C", "C", "Cl", "H", "H", "H", "H", "Cl", "C", "C", "Cl", "H", "H", "H", "H", "Cl", "C", "C", "Cl", "H", "H", "H", "H", "Cl", "C", "C", "Cl", "H", "H", "H", "H", "Cl", "C", "C", "Cl", "H", "H", "H", "H", "C", "O", "C", "C", "O", "C", "H", "H", "H", "H", "H", "H", "H", "H", "H", "H"],
  "xyz": [[-0.098, 6.039, -1.358], [1.262, 4.886, -1.389], [1.268, 3.965, -0.156], [2.720, 2.943, -0.236], [2.193, 5.486, -1.318], [1.219, 4.272, -2.262], [0.345, 3.372, -0.135], [1.261, 4.415, 0.819], [-2.970, 1.583, -4.905], [-4.172, 1.075, -3.668], [-3.656, -0.126, -2.857], [-3.644, -1.639, -3.819], [-5.130, 0.763, -4.150], [-4.364, 1.909, -3.009], [-4.348, -0.264, -1.990], [-2.696, 0.043, -2.418], [4.650, -0.931, 3.406], [4.716, 0.298, 2.130], [5.376, -0.010, 0.768], [4.445, -1.189, -0.225], [5.103, 1.186, 2.646], [3.695, 0.577, 1.974], [6.362, -0.437, 0.684], [5.314, 0.929, 0.183], [-2.824, -3.160, -0.047], [-3.315, -1.629, 0.544], [-3.712, -1.793, 2.002], [-4.275, -0.182, 2.553], [-4.223, -1.322, -0.013], [-2.484, -0.906, 0.526], [-2.832, -2.122, 2.575], [-4.534, -2.493, 2.059], [-0.343, 1.797, -2.672], [0.132, 0.300, -3.407], [0.851, -0.596, -2.431], [-0.205, -1.400, -1.215], [0.846, 0.566, -4.164], [-0.729, -0.177, -3.882], [1.724, -0.115, -1.999], [1.201, -1.413, -3.071], [0.801, -4.049, 1.694], [-0.058, -3.277, 2.480], [0.529, -2.194, 3.135], [0.631, -0.912, 2.286], [-0.662, -0.413, 2.012], [-0.570, 0.914, 1.554], [1.489, -3.380, 1.099], [0.175, -4.684, 1.090], [1.456, -4.601, 2.290], [1.516, -2.455, 3.476], [-0.107, -1.962, 4.028], [1.242, -1.084, 1.404], [1.176, -0.207, 2.886], [-1.576, 1.408, 1.691], [-0.212, 0.959, 0.521], [0.039, 1.441, 2.284]],
  "lowdin_charge": [0.549, -0.677, -0.676, 0.559, 0.074, 0.024, 0.043, 0.061, 0.525, -0.622, -0.666, 0.539, 0.081, 0.067, 0.072, 0.007, 0.544, -0.671, -0.596, 0.512, 0.073, 0.023, 0.054, 0.063, 0.620, -0.766, -0.645, 0.552, 0.061, 0.032, 0.070, 0.063, 0.611, -0.681, -0.616, 0.613, 0.071, 0.050, 0.058, 0.076, -0.102, -0.195, -0.196, -0.220, -0.220, -0.128, 0.097, 0.087, 0.062, 0.106, 0.145, 0.094, 0.104, 0.099, 0.053, 0.082]
}

=====

[2]
{
  "formula": "C14H30ClO17",
  "method": "wB97M-V/def2-TZVPD",
  "homo_ev": [-10.532, -10.531],
  "total_energy_ev": -62322.1518,
  "multiplicity": 2,
  "total_charge": 0,
  "elements": ["Cl", "O", "O", "O", "O", "O", "H", "H", "O", "H", "H", "C", "C", "C", "O", "C", "O", "O", "H", "H", "H", "H", "H", "H", "C", "C", "C", "O", "C", "O", "O", "H", "H", "H", "H", "H", "H", "C", "C", "C", "O", "C", "O", "O", "H", "H", "H", "H", "H", "H", "C", "O", "H", "H", "H", "H", "C", "O", "H", "H", "H", "H"],
  "xyz": [[-23.941, 1.139, 24.015], [-23.660, 0.852, 22.633], [-24.842, 0.180, 24.535], [-22.694, 1.184, 24.720], [-24.492, 2.431, 24.162], [-23.275, -2.761, 25.675], [-22.462, -2.803, 25.172], [-23.631, -1.893, 25.484], [-26.184, 4.976, 23.975], [-25.566, 4.251, 23.885], [-26.642, 4.801, 24.797], [-22.272, -0.074, 28.077], [-22.753, 1.398, 28.121], [-24.192, 1.685, 27.631], [-24.936, 1.941, 28.749], [-24.129, 1.979, 29.856], [-24.444, 2.198, 31.024], [-22.844, 1.718, 29.535], [-22.133, -0.332, 27.027], [-22.990, -0.789, 28.479], [-21.329, -0.311, 28.570], [-22.063, 2.062, 27.600], [-24.487, 0.803, 27.062], [-24.131, 2.475, 26.882], [-25.264, 5.524, 27.595], [-24.174, 5.028, 26.629], [-23.481, 6.051, 25.714], [-22.066, 5.929, 26.047], [-21.877, 4.978, 27.007], [-20.789, 4.584, 27.421], [-23.050, 4.515, 27.399], [-24.954, 6.382, 28.191], [-25.624, 4.724, 28.241], [-26.112, 5.874, 27.007], [-24.575, 4.235, 25.998], [-23.925, 7.006, 25.993], [-23.655, 5.836, 24.659], [-22.363, 1.552, 19.288], [-23.677, 1.188, 18.603], [-24.866, 1.776, 19.500], [-25.491, 2.657, 18.522], [-24.887, 2.584, 17.361], [-25.329, 3.223, 16.390], [-23.820, 1.829, 17.413], [-22.337, 2.615, 19.529], [-21.449, 1.421, 18.710], [-22.253, 0.922, 20.170], [-23.838, 0.110, 18.584], [-24.499, 2.390, 20.322], [-25.577, 1.008, 19.805], [-20.998, -1.346, 23.407], [-20.873, -2.519, 24.179], [-20.522, -0.489, 23.884], [-20.497, -1.448, 22.445], [-22.062, -1.225, 23.204], [-19.977, -2.654, 24.496], [-26.542, -2.943, 23.757], [-26.984, -1.913, 24.634], [-25.826, -3.650, 24.175], [-27.363, -3.622, 23.525], [-26.199, -2.459, 22.842], [-26.316, -1.224, 24.618]],
  "mulliken_spin": [-0.066, 0.294, -0.018, 0.486, 0.292, 0.001, 0.000, -0.001, 0.001, 0.001, 0.000, -0.001, 0.000, 0.018, 0.000, 0.000, 0.000, 0.001, 0.001, 0.000, 0.000, 0.001, 0.000, -0.017, 0.000, 0.004, 0.001, 0.000, 0.000, 0.000, 0.001, 0.000, 0.000, 0.000, -0.007, 0.000, 0.000, 0.000, 0.000, 0.002, 0.000, 0.000, 0.000, 0.000, 0.000, 0.000, 0.000, 0.000, -0.002, 0.001, -0.007, 0.004, 0.006, 0.003, 0.000, 0.000, 0.000, 0.000, 0.000, 0.000, 0.000, 0.001]
}

=====

[3]
{
  "formula": "C14H30F2N8O22",
  "method": "wB97M-V/def2-TZVPD",
  "smiles": "O=C1OC[C@@H](F)O1.O=C1OC[C@@H](F)O1.C[N+](=O)[O-].C[N+](=O)[O-].C[N+](=O)[O-].C[N+](=O)[O-].C[N+](=O)[O-].C[N+](=O)[O-].C[N+](=O)[O-].C[N+](=O)[O-]",
  "homo_ev": -11.165,
  "total_energy_ev": -77383.1452,
  "total_charge": 0,
  "elements": ["C", "N", "O", "O", "H", "H", "H", "C", "N", "O", "O", "H", "H", "H", "C", "N", "O", "O", "H", "H", "H", "C", "N", "O", "O", "H", "H", "H", "C", "N", "O", "O", "H", "H", "H", "C", "N", "O", "O", "H", "H", "H", "C", "N", "O", "O", "H", "H", "H", "C", "N", "O", "O", "H", "H", "H", "C", "C", "O", "C", "O", "O", "F", "H", "H", "H", "C", "C", "O", "C", "O", "O", "F", "H", "H", "H"],
  "xyz": [[-0.001, 4.513, -0.018], [1.222, 4.194, -0.788], [1.091, 3.446, -1.736], [2.249, 4.750, -0.474], [0.148, 5.458, 0.500], [-0.147, 3.811, 0.803], [-0.879, 4.567, -0.651], [-0.501, 1.547, 5.854], [-0.806, 1.605, 4.406], [-1.823, 1.011, 4.095], [-0.099, 2.214, 3.624], [-0.756, 0.577, 6.274], [-1.131, 2.253, 6.391], [0.562, 1.718, 6.003], [0.896, 1.663, -4.918], [-0.205, 0.838, -5.505], [0.156, -0.273, -5.822], [-1.298, 1.325, -5.646], [1.765, 1.094, -4.610], [0.443, 2.222, -4.101], [1.244, 2.404, -5.638], [-2.758, -2.241, -1.809], [-3.809, -2.244, -0.739], [-4.931, -2.490, -1.111], [-3.468, -2.000, 0.394], [-1.828, -2.521, -1.331], [-2.714, -1.227, -2.205], [-3.068, -2.834, -2.663], [1.996, -2.146, -3.307], [3.053, -1.269, -2.751], [3.518, -1.584, -1.675], [3.417, -0.301, -3.386], [1.623, -1.668, -4.207], [1.285, -2.249, -2.491], [2.300, -3.172, -3.508], [0.255, -4.468, 0.900], [-0.513, -4.858, -0.309], [-1.724, -4.905, -0.188], [0.051, -4.994, -1.375], [0.186, -3.416, 1.149], [1.281, -4.824, 0.866], [-0.209, -5.129, 1.634], [-2.522, 2.404, -2.989], [-3.346, 2.414, -1.773], [-4.381, 1.796, -1.721], [-2.886, 3.135, -0.890], [-2.761, 3.311, -3.537], [-2.636, 1.503, -3.585], [-1.480, 2.393, -2.677], [-2.767, -3.359, 4.094], [-1.456, -2.684, 4.350], [-1.413, -1.734, 5.109], [-0.480, -3.120, 3.789], [-2.520, -4.402, 4.291], [-2.888, -3.274, 3.016], [-3.504, -2.991, 4.794], [3.860, 1.533, 0.729], [5.374, 1.429, 1.044], [5.332, 0.260, 1.824], [4.097, 0.087, 2.377], [3.771, -0.716, 3.187], [3.275, 1.026, 1.919], [5.828, 2.408, 1.856], [3.551, 0.962, -0.146], [3.597, 2.574, 0.539], [5.911, 1.282, 0.112], [-1.455, 0.657, 0.715], [-0.127, 0.134, 1.259], [0.677, 0.200, 0.087], [-0.115, 0.243, -0.979], [0.307, 0.211, -2.098], [-1.417, 0.236, -0.634], [-0.168, -1.093, 1.827], [-1.280, 1.720, 0.894], [-2.280, 0.225, 1.273], [0.229, 0.828, 2.015]],
  "lowdin_charge": [0.049, -0.436, 0.059, 0.076, 0.101, 0.092, 0.082, 0.052, -0.412, 0.069, 0.052, 0.087, 0.106, 0.103, 0.045, -0.431, 0.065, 0.063, 0.074, 0.068, 0.105, 0.051, -0.432, 0.083, 0.051, 0.076, 0.089, 0.105, 0.047, -0.439, 0.057, 0.058, 0.080, 0.084, 0.106, 0.050, -0.444, 0.047, 0.061, 0.080, 0.102, 0.097, 0.031, -0.434, 0.102, 0.028, 0.115, 0.086, 0.072, 0.073, -0.439, 0.050, 0.051, 0.100, 0.096, 0.098, -0.054, -0.288, 0.123, -0.563, 0.181, 0.074, 0.088, 0.130, 0.126, 0.170, -0.059, -0.291, 0.150, -0.564, 0.149, 0.055, 0.078, 0.122, 0.140, 0.128]
}

=====

[4]
{
  "formula": "C14H30N5O4",
  "method": "wB97M-V/def2-TZVPD",
  "homo_ev": -4.773,
  "total_energy_ev": -30647.9935,
  "total_charge": -1,
  "elements": ["O", "O", "O", "O", "C", "C", "C", "N", "N", "N", "N", "N", "C", "C", "C", "C", "C", "C", "C", "C", "C", "C", "C", "H", "H", "H", "H", "H", "H", "H", "H", "H", "H", "H", "H", "H", "H", "H", "H", "H", "H", "H", "H", "H", "H", "H", "H", "H", "H", "H", "H", "H", "H"],
  "xyz": [[5.521, 1.775, 0.668], [0.457, -2.689, -0.846], [6.487, -2.856, 0.147], [-0.484, -1.054, 0.311], [5.278, 0.726, 0.092], [0.506, -1.727, -0.046], [5.503, -2.422, -0.444], [5.327, -2.631, -1.758], [-7.944, 1.635, -2.385], [-0.181, 1.174, 2.015], [-4.918, 2.279, 1.368], [4.759, -0.294, 0.773], [5.580, 0.617, -1.388], [6.262, -3.359, -2.612], [1.866, -1.346, 0.563], [-6.982, 0.948, -1.517], [-1.469, 1.300, 2.691], [-5.377, 1.290, 0.381], [-3.885, 1.855, 2.329], [-6.419, 1.950, -0.515], [-2.530, 1.652, 1.653], [3.035, -1.732, -0.352], [4.409, -1.663, 0.336], [4.464, -2.301, -2.167], [-8.324, 0.995, -3.082], [-7.507, 2.440, -2.834], [0.538, 0.848, 2.656], [-0.273, 0.498, 1.233], [-5.714, 2.683, 1.858], [4.577, -0.073, 1.738], [5.852, 1.603, -1.759], [4.698, 0.272, -1.921], [6.415, -0.063, -1.536], [5.852, -3.457, -3.618], [7.212, -2.824, -2.655], [6.438, -4.353, -2.196], [1.909, -0.270, 0.748], [1.980, -1.860, 1.520], [-7.474, 0.123, -0.990], [-6.171, 0.529, -2.122], [-1.412, 2.078, 3.459], [-1.726, 0.352, 3.176], [-5.816, 0.428, 0.893], [-4.541, 0.935, -0.229], [-4.195, 0.930, 2.829], [-3.785, 2.631, 3.095], [-7.234, 2.347, 0.098], [-5.956, 2.786, -1.049], [-2.588, 0.845, 0.916], [-2.242, 2.570, 1.130], [3.022, -1.102, -1.241], [2.899, -2.768, -0.662], [4.300, -2.251, 1.248]],
  "lowdin_charge": [0.020, -0.065, 0.042, -0.081, -0.547, -0.723, -0.475, 0.013, -0.035, -0.026, -0.095, 0.129, 0.012, -0.058, -0.116, -0.311, -0.319, -0.247, -0.250, -0.216, -0.206, -0.173, -0.205, 0.120, 0.058, 0.061, 0.051, 0.018, 0.096, 0.150, 0.082, 0.069, 0.078, 0.082, 0.081, 0.084, 0.099, 0.117, 0.111, 0.108, 0.099, 0.105, 0.114, 0.118, 0.108, 0.110, 0.109, 0.113, 0.102, 0.116, 0.109, 0.114, 0.149]
}

=====

In the order shown, the computed M values come out to 584.92; 505.83; 700.42; 332.42 g mol⁻¹.